52
Properties=species:S:1:pos:R:3:forces:R:3 method="wB97M-V/def2-TZVPD" total_charge=+1 homo_energy_ev=-12.13 lumo_ha=-0.0912 e_above_lowest_kj_mol=307.6 gap_ha=0.354 energy_ha=-1036.007270
C -0.43135 0.72772 -1.13764 0.704 -1.033 -1.384
N 0.81414 0.32682 -1.84540 0.207 1.216 0.048
C 1.70843 1.56375 -2.00011 -0.693 -1.947 0.677
C 3.12913 1.04959 -1.79461 1.045 1.612 1.726
C 3.54421 1.37350 -0.28909 0.014 0.354 -2.088
C -0.32250 0.52614 0.38504 -1.781 0.746 0.033
N -0.28911 -0.88522 0.95478 1.004 -0.305 -0.550
C -1.59236 -1.61552 0.74308 -0.180 0.291 0.558
H -0.61736 1.75107 -1.54607 -0.570 -0.387 1.419
H -1.25041 0.09730 -1.48975 0.052 0.015 -0.207
H 0.61507 0.07916 -2.81958 -0.472 -0.314 0.976
H 1.48416 2.09650 -2.91349 0.182 -0.221 -0.745
H 1.35736 2.27612 -1.25288 0.599 -0.012 0.409
H 3.89002 1.63110 -2.31741 -0.249 -0.278 -0.686
H 3.21793 -0.01217 -2.01207 -0.026 0.149 -0.367
H 2.94831 0.78855 0.38116 -0.291 -0.087 0.733
H 4.61638 1.21804 -0.12819 -0.285 -0.137 0.085
H 3.34110 2.45709 -0.25219 0.108 -0.470 0.717
H 0.52214 1.07097 0.79423 -0.145 0.047 0.329
H -1.32004 0.82372 0.77925 1.079 0.615 0.027
H 0.54615 -1.37586 0.52522 -0.638 0.068 0.779
H -0.06811 -0.77682 1.96148 -0.171 -0.145 -0.303
H -1.48710 -2.69930 0.61668 0.412 0.473 -0.274
H -2.02408 -1.12471 -0.11691 -0.224 -0.612 -0.153
H -2.27850 -1.49010 1.59543 0.628 0.328 -0.090
H 1.69406 -3.29852 -3.48606 0.045 0.877 -0.279
H 0.73282 -3.57755 -2.48229 -0.414 0.649 0.410
O 1.02116 -2.79886 -2.98826 0.267 -1.539 -0.349
H -4.48926 0.62870 0.36311 0.083 1.007 -0.019
H -3.75354 1.22418 -0.79016 -0.047 0.462 -0.019
O -4.18786 1.50515 0.02785 0.027 -1.428 0.015
H -2.39339 -2.60754 -2.67138 -0.224 0.220 -0.449
H -3.13913 -1.20218 -2.54256 -0.065 -0.402 -0.574
O -2.64925 -1.88992 -2.08875 0.148 0.162 0.746
H 0.29076 2.39750 4.11286 0.131 -0.102 -0.112
H -1.00564 1.76261 3.58813 0.441 -0.241 -0.331
O -0.03368 1.62939 3.62576 -0.010 0.817 0.372
H 2.82611 -1.38253 -0.63018 0.075 -0.123 0.240
H 1.35591 -1.21349 -0.90882 0.782 0.047 -0.920
O 1.98589 -1.81515 -0.44809 -0.548 -0.008 0.429
H 0.19951 0.48973 -4.73571 -0.347 -0.160 -0.420
H -1.30825 0.08336 -4.54634 0.259 -0.129 -0.362
O -0.59340 0.62714 -4.20737 -0.110 0.361 0.155
H 2.80072 0.18173 3.51091 -0.024 0.020 -0.076
H 2.39678 -1.20272 3.98807 -0.032 -0.106 -0.048
O 2.29124 -0.59282 3.25047 -0.069 0.056 0.019
H -2.44793 2.23251 1.78985 0.199 -0.277 0.063
H -3.31720 1.80915 2.90123 -0.012 -0.334 0.249
O -2.44892 1.60154 2.53039 -0.738 0.723 -0.211
H -0.05693 -0.09245 4.31814 -0.538 -0.455 -0.401
H -1.28813 -0.65569 4.99761 -0.148 -0.250 -0.089
O -0.73726 -0.80020 4.22092 0.558 0.189 0.295



52
Properties=species:S:1:pos:R:3:forces:R:3 method="wB97M-V/def2-TZVPD" homo_energy_ev=-9.38 lumo_ha=-0.0101 e_above_lowest_kj_mol=375.1 gap_ha=0.335 smiles=CCCCCCN.O.O.O.O.O.O.O.O.O.O energy_ha=-1056.675131
C 1.76904 -2.93245 -0.14232 -0.415 0.341 -0.109
C 0.81396 -2.02683 -0.91298 -1.448 -0.128 -1.093
C 0.85339 -0.49784 -0.65588 1.023 -1.081 -0.015
C 1.69585 0.23883 -1.70952 -1.793 0.204 -1.413
C 0.74906 0.41299 -2.91499 0.313 2.040 -1.087
C -0.16612 1.66826 -2.69217 -1.079 -1.818 -0.137
N -1.63852 1.36098 -2.78070 1.458 1.034 0.548
H 2.36922 -3.48709 -0.86525 0.530 0.225 0.448
H 1.26952 -3.67524 0.47606 -0.239 0.040 -0.030
H 2.29541 -2.28343 0.56053 0.691 -0.469 -0.246
H -0.22751 -2.41023 -0.92724 0.201 0.274 1.070
H 0.89276 -2.13590 -2.00054 0.916 -0.001 -0.054
H 1.27576 -0.23951 0.31580 -0.353 -0.320 0.433
H -0.19343 -0.19873 -0.71718 0.176 0.655 0.132
H 1.88032 1.26569 -1.39076 0.458 -0.293 0.100
H 2.58756 -0.20348 -2.15642 0.232 -0.483 1.048
H 0.15756 -0.44990 -3.22254 0.053 -0.194 0.428
H 1.32108 0.70149 -3.80947 0.182 -0.461 0.111
H -0.00433 1.95029 -1.65375 0.039 0.707 -0.170
H 0.08552 2.43787 -3.40539 0.153 0.428 0.096
H -1.78008 0.63115 -3.46343 -0.253 -0.275 0.202
H -1.78348 1.02830 -1.83673 -0.878 -0.583 -0.568
O 1.50646 0.66070 3.80656 -0.253 0.144 -0.684
H 1.41209 -0.25286 3.53228 -0.228 -0.538 0.588
H 0.82299 0.98327 3.20232 -0.150 0.485 0.368
O 0.92961 -3.02186 3.32832 -0.383 0.118 -0.156
H 1.45579 -2.22287 3.31221 0.482 -0.123 0.072
H 0.12102 -2.68428 2.91722 -0.057 -0.193 0.047
O 2.39582 3.26563 -0.45784 -0.837 0.186 -0.197
H 3.22353 2.87658 -0.73646 0.358 0.014 0.296
H 2.45293 3.62683 0.42844 0.730 0.103 0.047
O -0.92358 -0.71851 2.57853 1.784 -0.012 1.068
H -1.70541 -1.19844 2.88450 -0.460 0.597 -0.876
H -0.90509 -0.35870 1.69248 -0.880 -0.499 -0.239
O -2.90642 2.38855 0.36071 0.826 -0.289 0.184
H -3.28535 3.07260 -0.18441 -0.310 0.256 -0.393
H -1.94676 2.55745 0.31237 -0.115 0.358 0.404
O -2.65913 -0.26822 -0.12949 1.437 -1.071 0.923
H -3.40873 -0.52682 -0.67168 -0.300 1.123 -0.192
H -2.40891 0.66130 -0.05785 -1.379 0.402 -0.467
O -2.82159 -1.72873 -2.26860 0.168 -0.091 0.518
H -3.35490 -2.42319 -1.86274 0.053 -0.165 -0.270
H -2.25062 -1.43394 -1.52672 -0.091 -0.285 -0.745
O -3.62020 -0.95570 2.25627 0.329 0.787 -0.478
H -3.98058 -0.06376 2.35142 -0.476 -0.185 0.654
H -3.02981 -0.70798 1.50415 -0.519 -0.881 0.096
O -0.06668 2.91589 0.87068 -0.206 -0.123 -0.461
H 0.64212 2.91149 0.20348 -0.094 -0.087 0.187
H 0.35177 2.87004 1.73046 0.071 0.033 0.165
O 3.53516 -0.70375 2.13267 0.413 -0.591 -0.209
H 3.26313 -0.02424 1.51587 -0.170 0.217 0.044
H 2.93876 -0.65170 2.87973 0.288 0.466 0.016



54
Properties=species:S:1:pos:R:3:forces:R:3 method="wB97M-V/def2-TZVPD" homo_energy_ev=-8.13 lumo_ha=-0.0054 e_above_lowest_kj_mol=492.1 gap_ha=0.294 energy_ha=-1207.160279
C -1.64267 -3.34947 -0.14505 3.293 -0.708 -1.608
N -1.77350 -0.98231 1.77445 1.017 -0.975 0.018
C -1.16220 -0.95868 0.45862 -0.870 0.695 -0.886
C -1.17269 -1.95245 -0.44485 1.483 -0.332 0.481
C 0.40618 2.14192 -1.47087 -0.863 -0.005 0.260
C -0.30310 0.89318 -1.02880 -1.953 -1.501 -0.639
C -0.61285 0.36684 0.17792 2.203 1.102 -1.157
H -0.87911 -3.96888 0.36825 -0.445 1.011 1.465
H -1.44882 -4.04335 -0.98766 -1.683 0.789 -0.631
H -2.57618 -3.31252 0.30094 -1.850 -0.865 0.687
H -0.94710 -1.27235 2.36027 -1.252 0.401 -0.320
H -2.40180 -1.78331 1.76190 0.042 0.044 0.425
H -0.50468 -1.82509 -1.31576 -0.728 0.076 0.382
H 1.38679 1.81545 -1.82806 0.025 0.519 0.016
H 0.45991 2.81980 -0.62680 0.645 0.174 0.237
H -0.15937 2.72263 -2.24601 0.518 -0.951 0.499
H -0.76627 0.29436 -1.84782 0.665 0.567 0.350
H -0.18146 0.88160 1.02388 -0.232 0.201 0.641
H -2.12002 2.43566 -3.69916 0.545 -0.177 -0.144
H -2.63587 1.21604 -3.11994 0.143 -0.412 0.284
O -1.81885 1.52597 -3.53105 -0.872 0.683 -0.348
H 0.63510 0.64211 -4.11523 -0.344 0.240 0.149
H 0.65504 -0.82660 -4.46274 -0.070 -0.157 0.010
O 0.94536 0.02964 -4.78494 -0.044 0.003 -0.570
H 2.53423 -1.65176 -1.50784 0.450 0.292 -0.680
H 3.41864 -2.89207 -1.08307 0.265 0.230 -0.346
O 2.60203 -2.41845 -0.94036 -0.825 -0.411 0.879
H -1.07876 3.12988 1.42222 0.400 0.478 0.559
H 0.29683 3.38408 2.11391 -0.015 -0.046 -0.164
O -0.61309 3.69756 2.08032 -0.595 -0.186 -0.774
H 2.37428 0.62043 2.64400 0.153 0.024 -0.859
H 3.35294 -0.20067 3.27385 0.794 -0.373 -0.082
O 3.15732 0.09707 2.37792 -1.018 0.383 1.052
H -3.90544 2.08262 1.55547 -0.322 0.356 -0.028
H -2.79529 1.06589 1.82372 0.008 0.446 -1.078
O -3.07227 1.78421 1.18994 0.617 -1.020 1.547
H 1.67203 -2.02071 3.00560 0.005 0.436 0.037
H 0.45770 -2.14332 3.94360 0.101 -0.096 0.091
O 0.70794 -2.00206 3.02501 0.150 0.050 0.296
H -4.55767 1.63781 -1.21322 -0.300 0.082 -0.194
H -3.27048 1.96547 -0.54895 -0.118 0.427 -0.249
O -3.88502 2.32439 -1.22381 0.249 -0.500 -0.126
H 1.21041 -3.82196 0.43380 0.414 0.830 0.484
H 1.52348 -3.51129 1.99501 -0.462 0.469 -0.655
O 1.40810 -4.16580 1.31178 0.129 -1.677 -0.169
H -0.87266 2.75180 3.57863 0.903 -0.952 0.713
H -1.00478 1.29572 4.07760 0.019 -0.132 0.070
O -0.40442 2.04509 4.12393 -0.771 0.711 -0.521
H 4.14479 1.49678 -0.03095 -0.102 -0.331 0.446
H 2.96542 0.45466 0.09783 0.302 -0.197 0.485
O 3.36614 1.12774 -0.45135 -0.056 0.479 -0.953
H 2.59097 0.05947 -3.95851 0.199 0.051 0.566
H 3.46661 0.45313 -2.65252 -0.070 0.157 -0.129
O 2.82819 -0.15591 -3.03501 0.121 -0.401 0.182



55
Properties=species:S:1:pos:R:3:forces:R:3 method="wB97M-V/def2-TZVPD" homo_energy_ev=-10.30 lumo_ha=-0.0039 e_above_lowest_kj_mol=570.2 gap_ha=0.375 energy_ha=-1282.307166
O -3.04594 0.43022 2.73267 0.704 -0.175 0.337
C -2.50543 1.22448 1.97341 -2.473 0.947 -1.053
N -1.33363 1.03459 1.33955 -1.057 -0.687 0.078
C -0.68677 2.06800 0.48991 1.829 -0.202 0.015
C 0.53368 1.49565 -0.29103 -1.684 0.870 -2.327
C 1.39543 0.51022 0.40017 -0.666 4.932 3.040
C 1.42341 -0.65972 -0.05643 -1.153 -2.507 -3.813
C -1.50978 2.85840 -0.51903 -1.530 -3.322 -3.348
H -3.19188 2.09937 1.64857 1.622 -0.605 0.303
H -0.99424 0.08815 1.65072 0.520 1.556 -1.051
H -0.26028 2.79866 1.15637 0.109 0.322 0.625
H 0.01592 1.06808 -1.25121 1.225 0.135 1.597
H 1.02053 2.40602 -0.71614 0.047 -0.612 0.628
H 1.82689 0.80248 1.42588 -0.815 -0.707 -2.055
H 0.98866 -0.87282 -1.06408 0.228 -0.032 1.008
H 1.84257 -1.39680 0.48259 1.784 -2.720 1.558
H -1.53496 3.88495 -0.45886 -0.434 2.262 1.151
H -1.19326 2.78096 -1.63821 0.429 -0.426 1.871
H -2.51956 2.39446 -0.69990 0.496 0.843 0.807
H -3.25269 -1.12317 -1.43819 -1.037 0.508 0.379
H -3.17186 0.13941 -0.62064 -2.116 -1.230 -1.171
O -3.87332 -0.41482 -1.14244 3.149 0.759 1.021
H -2.27999 -2.42556 -2.62039 0.189 0.068 -1.076
H -1.57971 -3.46732 -2.06081 0.799 -2.031 2.725
O -1.62799 -3.09482 -2.89803 -0.944 1.779 -1.515
H 0.24998 -2.71453 -3.15859 0.594 0.514 -0.052
H 1.54149 -2.74865 -2.40071 1.793 -1.887 2.742
O 1.15104 -2.31401 -3.08831 -2.348 1.509 -2.775
H 1.88966 3.05159 -2.96999 0.852 1.204 0.460
H 1.67386 1.55270 -2.88261 -0.999 2.277 -1.435
O 1.34398 2.40148 -3.36897 0.199 -3.402 0.896
H 3.06501 -0.01601 -2.13732 1.297 1.843 1.013
H 4.15107 -0.44396 -1.37580 1.286 -0.456 0.946
O 3.80802 0.41994 -1.57462 -2.349 -1.339 -2.200
H 2.29641 1.47905 4.06356 0.133 -0.792 -1.258
H 1.02857 1.33890 3.20470 2.596 -1.212 -0.100
O 2.01952 1.00130 3.23267 -2.624 2.456 1.931
H -0.07279 -2.63856 0.98659 -0.047 1.227 2.039
H 0.59924 -2.98261 -0.25702 -1.779 -0.813 0.810
O -0.23356 -3.20578 0.26928 1.827 -0.653 -2.856
H -1.70206 -0.49251 -4.23443 -0.340 -0.271 0.268
H -0.23005 -0.17994 -4.46077 -0.434 0.064 -0.244
O -1.11922 -0.02741 -4.82564 0.801 0.190 -0.042
H 3.41800 1.41397 1.28220 -1.793 -1.414 0.548
H 4.19422 1.92452 0.10054 -0.078 -0.297 -1.584
O 4.13669 1.92765 1.03227 2.203 1.830 1.097
H -0.23936 0.46264 4.92021 -1.294 -0.835 -3.132
H -1.61112 0.07758 4.10093 1.993 0.520 -0.611
O -0.61394 0.25997 3.95507 -0.623 0.269 3.935
H -2.34055 -3.66397 1.45834 -1.393 0.961 0.211
H -3.64912 -2.61647 1.53541 -1.122 -0.153 1.540
O -2.88966 -2.93117 1.10146 2.462 -0.680 -1.850
H 0.93577 -1.03005 2.84890 -4.408 5.845 -0.122
H 1.28878 -2.21270 3.81633 -0.552 0.731 -0.134
O 1.42432 -1.72200 3.00186 4.924 -6.960 0.221



54
Properties=species:S:1:pos:R:3:forces:R:3 method="wB97M-V/def2-TZVPD" homo_energy_ev=-8.89 lumo_ha=0.0099 e_above_lowest_kj_mol=276.9 gap_ha=0.337 smiles=CCNCCN(C)C.O.O.O.O.O.O.O.O.O.O energy_ha=-1112.060558
C -1.29138 -0.62866 1.84119 -0.946 -0.749 -1.967
C -0.03780 -0.63152 0.97611 0.140 0.272 1.279
N 0.96296 0.18513 1.69062 0.493 -0.376 -0.133
C 0.79421 1.60614 1.45653 0.940 0.763 -0.370
C 1.11858 2.01745 0.00819 -1.555 -0.284 -2.010
N -0.07656 2.57588 -0.76294 1.402 0.282 1.792
C -0.45022 3.78734 -0.00394 -1.788 0.117 -0.958
C 0.37396 2.95605 -2.10105 -0.260 -0.961 -0.608
H -1.91888 -1.41477 1.40890 -0.238 -0.040 0.195
H -1.12280 -0.91591 2.87268 0.134 0.470 0.169
H -1.85590 0.28629 1.65655 0.077 0.154 0.766
H 0.30151 -1.66999 0.89275 0.347 0.166 0.000
H -0.24023 -0.29506 -0.04894 -0.096 0.055 0.162
H 1.89684 -0.13444 1.44945 -0.211 0.373 -0.012
H 1.43690 2.26197 2.06022 0.260 -0.763 0.384
H -0.18401 1.91919 1.80341 -0.413 -0.177 -0.457
H 1.40665 1.14349 -0.58724 0.123 -0.122 0.343
H 1.92788 2.73890 -0.18471 0.052 0.010 0.825
H 0.39278 4.44231 0.18914 0.202 0.298 -0.054
H -1.01957 3.62697 0.90748 0.540 -0.715 0.396
H -1.25775 4.29646 -0.55494 0.635 0.281 -0.307
H -0.29756 3.72986 -2.47415 0.404 0.139 -0.172
H 1.44038 3.18050 -2.18350 0.026 0.850 0.366
H 0.33185 2.09532 -2.78795 -0.393 0.093 0.263
O -1.16867 -4.06224 1.28103 -1.352 0.488 -0.472
H -0.35952 -3.98784 0.77340 0.586 -0.469 0.607
H -1.10267 -4.44626 2.15602 0.838 -0.062 -0.176
O 0.97397 -2.83850 3.60372 -0.375 0.382 -0.187
H 0.52364 -2.52167 4.39486 0.121 -0.230 0.139
H 0.66625 -2.19448 2.94525 0.241 -0.044 0.045
O -3.53582 -1.18383 -2.92849 -0.013 -0.928 -1.826
H -2.90976 -0.45738 -2.85803 -0.496 0.192 1.334
H -4.00355 -1.51422 -2.16406 0.522 0.773 0.586
O 3.12577 -0.97084 -1.22844 -0.449 0.301 0.015
H 2.50625 -0.55109 -1.86914 0.443 -0.484 0.271
H 2.70011 -0.85618 -0.36805 0.213 -0.002 -0.127
O -3.85647 1.80432 0.74921 0.223 -0.130 -0.324
H -3.32963 1.66336 -0.06025 -0.016 0.172 0.101
H -4.39670 1.01078 0.76517 -0.188 -0.040 0.215
O 1.26180 -0.22912 -3.09107 -0.616 0.493 -0.249
H 1.24128 -0.32532 -4.04665 0.242 -0.004 -0.088
H 0.32907 -0.37565 -2.82455 0.523 -0.353 0.085
O -0.70982 -1.70001 -2.07943 -0.680 -0.596 -0.432
H -1.38882 -2.13526 -2.63360 0.070 0.445 0.419
H -0.07221 -2.40327 -1.91634 0.242 0.074 0.095
O 1.94102 -3.97542 1.01088 -0.423 -0.793 -0.830
H 2.43210 -3.18113 0.80667 0.103 0.382 0.424
H 1.48426 -3.89805 1.84910 0.367 0.425 0.484
O -2.43285 1.38066 -1.73059 -0.584 -0.806 -0.214
H -1.48659 1.42037 -1.49084 -0.116 0.866 0.100
H -2.70408 2.13046 -2.27255 0.518 -0.007 0.144
O 3.55550 -1.11740 1.75681 0.861 0.414 0.342
H 3.61871 -0.53143 2.53400 -0.230 -0.471 -0.286
H 4.46559 -1.11226 1.41208 -0.450 -0.125 -0.086